No. 1
This record from OMol25 describes a molecular structure, C29H29BaBrN6O7S2 in a non-equilibrium geometry. The level of theory is ωB97M-V/def2-TZVPD.

The HOMO energy is -2.87 eV. For the energy above the lowest of the compared OMol25 structures with the same formula, charge and spin, the calculation gives 0.00 kcal per mole.

```
! wB97M-V def2-TZVPD RIJCOSX def2/J DEFGRID3
* xyz -2 1
Ba 0.97 1.20 -0.50
O 1.61 5.62 0.33
C 1.38 4.53 -0.20
O 1.31 3.40 0.39
C 1.06 4.54 -1.70
C -0.36 4.00 -2.00
C -0.85 4.58 -3.33
C 0.02 3.77 -4.34
C 0.82 2.86 -3.38
O -0.15 2.62 -2.34
C 1.91 3.68 -2.68
C 3.07 2.87 -2.08
O 4.10 3.51 -1.86
O 2.88 1.62 -1.90
H 1.12 5.59 -1.99
H -1.06 4.05 -1.17
H -0.71 5.65 -3.39
H -1.91 4.35 -3.47
H 0.68 4.39 -4.95
H -0.60 3.17 -5.01
H 1.14 1.91 -3.79
H 2.39 4.35 -3.39
O -2.16 -1.88 -1.17
C -1.82 -2.80 -0.26
C -2.86 -3.61 0.21
C -2.66 -4.54 1.21
C -1.39 -4.69 1.77
C -0.36 -3.89 1.30
C -0.54 -2.95 0.30
C 0.59 -1.97 -0.02
O 0.65 -0.95 0.86
N 1.88 -2.79 -0.06
N 2.90 -1.97 -0.60
C 3.54 -1.19 0.17
C 3.54 -1.05 1.64
Br 4.42 0.57 2.18
C 3.00 -1.89 2.52
C 2.96 -1.82 3.98
C 1.75 -2.07 4.63
C 1.66 -2.05 6.01
C 2.79 -1.80 6.78
C 4.01 -1.57 6.15
C 4.09 -1.58 4.76
H -1.42 -1.48 -1.68
H -3.84 -3.47 -0.24
H -3.48 -5.15 1.56
H -1.21 -5.42 2.55
H 0.63 -3.99 1.73
H 0.49 -1.62 -1.06
H 1.72 -3.46 -0.80
H 4.24 -0.54 -0.35
H 2.43 -2.69 2.05
H 0.87 -2.26 4.02
H 0.71 -2.23 6.50
H 2.73 -1.80 7.86
H 4.90 -1.38 6.74
H 5.04 -1.39 4.28
C -5.24 0.26 -2.78
C -5.23 1.30 -1.65
C -4.10 1.04 -0.70
N -2.93 1.54 -0.83
N -2.02 1.08 0.06
C -2.49 0.19 0.89
N -1.76 -0.47 1.81
S -4.21 -0.10 0.63
H -6.05 0.45 -3.48
H -5.35 -0.75 -2.37
H -4.29 0.29 -3.31
H -6.18 1.29 -1.11
H -5.08 2.30 -2.06
H -0.78 -0.64 1.49
H -2.18 -1.33 2.12
S -0.20 -2.96 -4.68
C -0.25 -1.66 -3.74
N -0.30 -0.72 -3.03
*
```

Here are the Löwdin charges for atoms 1 to 2, given in e:
1. Ba 2.067
2. O -0.002


No. 2
This record from OMol25 describes 2 unconnected molecules or ions with the total composition C6H8OS in a non-equilibrium geometry. The level of theory is ωB97M-V/def2-TZVPD.

The HOMO energy (spin up / spin down) is -7.64 / -7.39 eV. For the energy above the lowest of the compared OMol25 structures with the same formula, charge and spin, the calculation gives 153.85 kcal per mole.

```
! wB97M-V def2-TZVPD RIJCOSX def2/J DEFGRID3
* xyz 0 1
C 0.98 -1.31 -1.86
C 0.70 -0.26 -2.36
C -0.99 1.06 0.85
C 0.30 1.36 0.51
C 1.26 -2.68 -1.63
C -1.39 1.49 2.23
O 0.14 0.17 0.96
S 0.25 1.36 -2.56
H -1.75 0.70 0.15
H 1.16 2.01 0.52
H 1.18 -3.16 -2.67
H 0.76 -3.08 -0.83
H 2.26 -2.58 -1.23
H -0.82 2.24 2.88
H -1.69 0.67 2.92
H -2.36 2.03 2.13
*
```

Here are the Löwdin charges for atoms 1 to 2, given in e:
1. C -0.232
2. C -0.657


No. 3
This record from OMol25 describes a single C5H6N2 molecule in a non-equilibrium geometry. The level of theory is ωB97M-V/def2-TZVPD.

The HOMO energy is -9.62 eV. For the energy above the lowest of the compared OMol25 structures with the same formula, charge and spin, the calculation gives 62.22 kcal per mole. The SMILES is N#C[C@H]1[C@H]2CCN21.

```
! wB97M-V def2-TZVPD RIJCOSX def2/J DEFGRID3
* xyz 0 1
N 2.32 0.11 1.68
C 1.79 0.21 0.66
C 1.12 0.35 -0.62
C -0.02 -0.50 -1.00
C -0.87 -0.91 0.20
C -1.00 0.63 0.47
N -0.22 0.95 -0.76
H 1.77 0.68 -1.42
H -0.09 -0.92 -2.00
H -1.80 -1.41 -0.10
H -0.43 -1.22 1.12
H -2.03 0.98 0.40
H -0.56 1.12 1.38
*
```

Here are the Löwdin charges for atoms 1 to 2, given in e:
1. N 0.165
2. C -0.180


No. 4
This record from OMol25 describes 2 unconnected molecules or ions with the total composition CH6N2O2 in a non-equilibrium geometry. The level of theory is ωB97M-V/def2-TZVPD.

The HOMO energy is -10.39 eV. For the energy above the lowest of the compared OMol25 structures with the same formula, charge and spin, the calculation gives 10.15 kcal per mole. The SMILES is NC(N)=O.O.

```
! wB97M-V def2-TZVPD RIJCOSX def2/J DEFGRID3
* xyz 0 1
N 0.96 -1.20 0.47
C 0.68 0.14 0.32
N 1.41 1.04 1.11
O -0.13 0.50 -0.51
H 1.21 -1.60 1.36
H 0.34 -1.72 -0.15
H 2.40 0.87 1.22
H 1.16 2.00 0.82
O -2.55 -0.42 -1.25
H -2.58 0.52 -1.50
H -1.70 -0.31 -0.76
*
```

Here are the Löwdin charges for atoms 1 to 2, given in e:
1. N 0.154
2. C -0.632


No. 5
This record from OMol25 describes 2 unconnected molecules or ions with the total composition C15H19ClN2 in a non-equilibrium geometry. The level of theory is ωB97M-V/def2-TZVPD.

The HOMO energy is -7.33 eV.

```
! wB97M-V def2-TZVPD RIJCOSX def2/J DEFGRID3
* xyz 0 1
C -3.82 0.72 0.16
C -2.54 0.64 0.94
N -1.20 1.17 0.50
C -0.14 1.99 1.26
N 1.14 2.31 0.48
C 2.38 3.06 0.96
C 3.72 2.06 0.89
C 3.66 0.83 1.99
C 1.01 1.69 -0.93
C -0.48 0.98 -0.85
C -1.27 0.08 -2.02
C -1.16 -1.49 -1.46
C 0.39 -1.98 -1.09
C 0.70 -3.48 -0.49
C -0.57 -4.49 -0.24
C -2.13 -4.02 -0.63
C -2.44 -2.49 -1.24
H -4.12 1.74 -0.33
H -4.54 -0.20 -0.05
H -2.58 0.06 1.98
H -0.38 2.29 2.37
H 2.31 3.38 2.10
H 2.65 3.99 0.30
H 4.72 2.67 1.10
H 3.84 1.65 -0.22
H 4.42 1.03 2.86
H 2.58 0.84 2.45
H 3.96 -0.23 1.53
H 1.78 1.69 -1.82
H -0.68 0.13 -3.05
H -2.37 0.43 -2.20
H 1.29 -1.22 -1.24
H 1.82 -3.74 -0.25
H -0.32 -5.56 0.22
H -3.01 -4.76 -0.43
H -3.54 -2.16 -1.50
Cl -5.06 0.40 -2.07
*
```

Here are the Löwdin charges for atoms 1 to 2, given in e:
1. C -0.166
2. C -0.155


No. 6
This record from OMol25 describes a gas-phase ion, C2H7N2O (charge +1) in a non-equilibrium geometry. The level of theory is ωB97M-V/def2-TZVPD.

The HOMO energy is -14.20 eV. For the energy above the lowest of the compared OMol25 structures with the same formula, charge and spin, the calculation gives 73.43 kcal per mole. The SMILES is CN(O)C=[NH2+].

```
! wB97M-V def2-TZVPD RIJCOSX def2/J DEFGRID3
* xyz 1 1
C 0.62 -1.14 0.13
N 0.53 0.25 0.01
O 1.62 0.99 -0.06
C -0.60 1.00 0.00
N -1.78 0.48 0.07
H 1.68 -1.41 0.60
H -0.25 -1.66 0.59
H 0.55 -1.67 -0.91
H 2.52 0.53 -0.02
H -0.53 2.08 -0.13
H -2.58 1.11 -0.12
H -1.78 -0.56 -0.17
*
```

Here are the Löwdin charges for atoms 1 to 2, given in e:
1. C -0.025
2. N -0.229


Per-record electronic energy, hartree: -5373.79988 -706.60099 -303.53692 -301.72794 -1151.98192 -264.81418